Entry 1:
Below is an isolated molecule of C4H9NO2 in a non-equilibrium geometry, with properties calculated with ωB97M-V/def2-TZVPD.

Last column: natural (NBO) charge in e.
Positions of all 16 atoms, in Å:
C: -2.71246 -0.18605 0.31615  -0.67
C: -1.28533 0.07436 0.41701  0.16
N: -0.39845 -0.04606 -0.46106  -0.49
C: 1.03904 0.17380 -0.10540  0.63
C: 1.97858 -0.75256 -0.95578  -0.65
O: 1.30944 1.56180 -0.25854  -0.73
O: 1.42750 -0.12430 1.23985  -0.74
H: -2.88296 -1.24028 0.31166  0.24
H: -3.10912 0.30206 -0.70347  0.23
H: -3.19948 0.24687 1.14962  0.22
H: -0.94350 0.38324 1.42341  0.15
H: 2.46417 -1.53646 -0.31491  0.23
H: 2.85814 -0.30766 -1.38943  0.22
H: 1.38191 -1.18158 -1.65863  0.22
H: 0.47690 1.93661 -0.67060  0.49
H: 1.59564 0.69619 1.66014  0.48

Forces on the atoms, in the same order (eV/Å):
-0.9461 1.5075 -3.4712
2.0100 0.5026 1.9210
0.9641 -0.4698 -0.9267
1.3237 -0.1881 0.5723
0.8756 0.3818 2.7103
-1.7575 0.1836 -1.0927
-1.1008 -1.0821 -0.8288
-0.2618 -0.7522 -0.1674
0.5976 -1.2794 2.2317
-0.7267 0.4379 0.6922
-0.1236 -0.2664 -0.0243
-1.0415 0.5544 -0.3195
-0.1132 0.9578 -0.2898
-1.3536 -1.3981 -2.2993
1.5378 -0.4350 0.6203
0.1160 1.3456 0.6720

Calculated values
- Structure (SMILES): C/C=N/C(C)(O)O
- Energy above the lowest of the compared OMol25 structures with the same formula, charge and spin: 215.1 kJ/mol
- E_LUMO: 0.85 eV
- E: -9877.832 eV



Entry 2:
Below is the ion C4H7N2 with charge +2 in a non-equilibrium geometry, with properties calculated with ωB97M-V/def2-TZVPD.

Last column: Mulliken spin population.
Positions of all 13 atoms, in Å:
C: 1.38456 1.00834 0.83192  0.03
C: 0.27214 0.31171 0.23338  0.31
C: -0.86922 0.75862 -0.52650  0.36
N: -1.48783 -0.34243 -0.96556  -0.04
C: -0.87144 -1.44199 -0.49887  0.30
N: 0.22019 -1.04839 0.16213  -0.07
H: 1.18653 2.04072 1.11777  0.00
H: 2.30264 0.95265 0.22841  0.06
H: 1.72389 0.51163 1.75794  0.03
H: -1.10442 1.73570 -0.93475  0.00
H: -2.35347 -0.35210 -1.50703  0.00
H: -1.22664 -2.44994 -0.58502  0.02
H: 0.82307 -1.68452 0.68618  0.00

Forces on the atoms, in the same order (eV/Å):
0.2076 0.3537 1.2469
0.8034 -0.1724 -0.2731
0.3187 0.1397 -0.8486
-0.5536 0.0184 0.2200
0.2486 0.2459 0.1863
-0.5197 -0.2334 0.4636
-0.1238 0.0767 -0.4269
-0.0969 0.0649 -0.4543
-0.2300 -0.1765 -0.1186
-0.1018 0.1569 0.4702
0.0177 -0.0300 -0.1034
-0.0751 -0.4596 -0.2280
0.1049 0.0158 -0.1342

Calculated values
- Energy above the lowest of the compared OMol25 structures with the same formula, charge and spin: 5.7 kJ/mol
- E_LUMO (spin up / spin down): -9.78 / -13.89 eV
- Charge: +2
- E: -7221.494 eV
- Spin multiplicity: 2



Entry 3:
Below is a structure of composition C53H62As2N2ORuS in a non-equilibrium geometry, with properties calculated with ωB97M-V/def2-TZVPD.

Last column: Mulliken spin population.
Positions of all 122 atoms, in Å:
Ru: 0.14562 0.89186 -0.63162  2.70
C: -3.69054 2.48250 -2.30979  0.01
C: -2.75724 1.28113 -2.51429  -0.08
C: -3.61362 -0.02540 -2.43477  0.02
C: -1.85250 1.42516 -3.69588  0.03
C: -2.42208 1.24228 -4.93185  -0.02
C: -1.71714 1.56219 -6.09541  0.05
C: -0.38717 1.93045 -6.01237  -0.03
C: 0.26073 2.06715 -4.77490  0.00
C: 1.72426 2.45706 -4.82515  -0.01
C: 2.67031 1.50026 -5.59450  0.00
C: 1.98268 3.83513 -5.43445  0.00
C: -0.52162 1.95302 -3.61055  -0.12
N: -0.10669 2.33655 -2.30318  0.41
C: 0.62987 3.42191 -2.07714  0.17
C: 1.22346 3.64960 -0.83897  0.22
N: 1.14138 2.77039 0.14119  0.37
C: 1.85991 3.10115 1.33959  -0.08
C: 1.62489 4.33013 2.02320  -0.01
C: 2.38132 4.62148 3.13384  -0.01
C: 3.36658 3.76289 3.60808  0.03
C: 3.58222 2.56489 2.95861  -0.02
C: 2.80325 2.21997 1.85633  0.00
C: 3.13233 0.93475 1.15083  -0.22
C: 3.45735 -0.22756 2.09863  0.00
C: 4.30953 1.13269 0.12241  0.00
C: 0.50265 5.25277 1.63865  -0.01
C: 0.88479 6.75806 1.61646  -0.01
C: -0.67428 5.00263 2.60507  0.01
H: -4.23191 2.41576 -1.34214  0.00
H: -4.45167 2.55028 -3.13356  0.00
H: -3.20506 3.44458 -2.24944  0.00
H: -2.08551 1.23087 -1.63128  0.16
H: -4.43719 0.02271 -3.11946  0.00
H: -4.04450 -0.15702 -1.42267  0.00
H: -3.00118 -0.93282 -2.64847  -0.01
H: -3.43021 0.86826 -4.95790  0.00
H: -2.15006 1.49370 -7.07656  0.00
H: 0.18107 2.08257 -6.93705  0.00
H: 2.06895 2.47827 -3.80075  0.02
H: 2.57409 1.49450 -6.68188  0.00
H: 2.63906 0.47505 -5.26807  0.00
H: 3.69348 1.83027 -5.37693  0.00
H: 1.59550 3.88769 -6.49908  0.00
H: 3.07850 4.08099 -5.37962  0.00
H: 1.45692 4.59194 -4.87975  0.00
H: 0.76236 4.16916 -2.87666  0.07
H: 1.76221 4.61905 -0.71926  0.05
H: 2.15860 5.52398 3.67445  0.00
H: 3.82740 4.04147 4.54151  0.00
H: 4.35593 1.97232 3.30352  0.00
H: 2.19130 0.64450 0.61928  0.18
H: 4.48617 -0.18644 2.51873  0.00
H: 3.35720 -1.19464 1.60965  -0.01
H: 2.78549 -0.20882 2.96702  0.01
H: 5.18956 1.49370 0.68753  0.00
H: 4.08922 1.83416 -0.64990  0.00
H: 4.57760 0.13753 -0.31638  0.00
H: 0.16379 5.02489 0.63238  0.00
H: 1.01828 7.13060 2.60097  0.00
H: 0.01095 7.27909 1.17722  0.00
H: 1.75515 6.96551 0.97978  0.00
H: -0.49414 5.45688 3.59869  0.00
H: -0.87669 3.92570 2.72604  0.00
H: -1.56553 5.40966 2.16894  0.00
C: -1.45842 -4.15041 1.21691  0.00
C: -0.62736 -3.71229 2.42707  0.00
As: -0.34953 -1.75690 2.43630  0.04
C: 0.52682 -1.47620 4.12318  0.02
C: 0.82741 -2.48172 5.02091  0.00
C: 1.50227 -2.17659 6.20734  0.00
C: 1.89338 -0.87262 6.50888  0.00
C: 1.56569 0.14988 5.63565  0.00
C: 0.90597 -0.15956 4.43127  0.00
C: -2.24036 -1.41088 2.86513  -0.03
C: -3.19411 -1.29914 1.85089  0.01
C: -4.53692 -1.06753 2.13678  0.01
C: -4.97318 -0.97876 3.45085  0.00
C: -4.07283 -1.09802 4.50208  0.00
C: -2.72178 -1.29025 4.19790  0.00
As: -0.69949 -3.49275 -0.49255  0.09
C: -1.89670 -4.39991 -1.68071  0.00
C: -3.25807 -4.60436 -1.39496  0.00
C: -4.06509 -5.31438 -2.29512  0.00
C: -3.58968 -5.59600 -3.55826  0.00
C: -2.25982 -5.32619 -3.89771  0.00
C: -1.40440 -4.76877 -2.95560  0.00
C: 0.83540 -4.68689 -0.38795  0.01
C: 2.01794 -4.13593 0.09294  -0.01
C: 3.10266 -4.94183 0.40966  0.00
C: 3.06061 -6.28127 0.10734  0.00
C: 1.88227 -6.84082 -0.40347  0.00
C: 0.80648 -6.01237 -0.67546  0.00
H: -2.50057 -3.77685 1.24642  0.00
H: -1.51372 -5.23406 1.10845  0.00
H: 0.33450 -4.20813 2.39520  0.00
H: -1.10220 -4.04007 3.32986  0.00
H: 0.55620 -3.51725 4.87214  0.00
H: 1.75776 -3.01465 6.85018  0.00
H: 2.48407 -0.67120 7.35634  0.00
H: 1.80361 1.17821 5.88490  0.00
H: 0.74621 0.66831 3.72887  0.00
H: -2.93927 -1.40368 0.80734  0.01
H: -5.26340 -0.98721 1.29344  0.00
H: -6.02065 -0.82621 3.65808  0.00
H: -4.35796 -1.03603 5.54744  0.00
H: -2.00640 -1.36481 5.01089  0.00
H: -3.59558 -4.26707 -0.41052  0.00
H: -5.09764 -5.54675 -2.02049  0.00
H: -4.19845 -6.00092 -4.36237  0.00
H: -1.84173 -5.57662 -4.86971  0.00
H: -0.36105 -4.60150 -3.24989  0.00
H: 2.13002 -3.06322 0.27225  0.02
H: 4.01370 -4.54365 0.85678  0.00
H: 3.91507 -6.90469 0.25729  0.00
H: 1.76377 -7.90032 -0.54718  0.00
H: -0.14281 -6.46071 -1.02903  0.00
S: 2.13920 -1.17081 -2.44161  -0.03
C: 1.13277 -0.33362 -1.54298  -0.08
O: -1.63338 1.42289 0.68026  0.04
H: -1.44838 2.29792 1.01242  0.00
H: -2.07823 0.93418 1.37892  0.00

Forces on the atoms, in the same order (eV/Å):
0.0780 -0.8610 -0.2604
-1.0146 -0.0249 0.0017
0.0753 -0.6086 1.8551
1.2146 -0.1466 0.3021
0.3862 0.6627 -0.5195
0.4950 0.0910 -0.6876
0.2546 -0.2392 0.1285
-0.0229 -0.3421 0.1778
-0.2308 0.5157 -0.6975
0.5778 -0.2786 -0.3157
0.2686 0.0631 0.3968
0.1559 0.2227 -0.7682
-0.6545 0.0239 0.7673
0.4865 -0.4480 -0.5099
-0.3686 0.2262 -0.9968
0.4103 1.1889 -0.4862
0.6270 -0.1612 0.9699
-0.6036 0.5787 0.0937
0.1602 -0.6585 -0.8043
0.1123 -0.1842 0.2318
-0.7802 0.3467 0.0450
-1.4283 1.6801 -0.1948
0.9230 -0.4267 -0.1897
-0.0222 -0.5600 -0.9259
0.3622 0.3205 0.7308
-0.0930 -1.4178 1.3080
-0.0616 0.4454 0.2597
-1.0412 -0.7720 -1.2967
0.3420 -0.1857 0.0057
0.1306 -0.3022 -0.5426
0.6250 -0.1340 0.6701
0.5674 0.2385 -0.2717
-0.5324 0.1321 -0.3496
-0.4910 -0.1123 -0.4962
0.2625 0.2579 -0.3990
-0.3923 0.6246 0.0473
-0.2877 0.0013 -0.2796
-0.3546 -0.1449 -0.1599
-0.1839 -0.0104 0.3895
0.2982 -0.0506 0.2928
-0.3331 0.2415 0.0301
-0.3412 -0.4656 0.2716
-0.1035 0.0276 -0.1248
0.6750 -0.0626 1.1183
-1.0159 -0.2397 -0.3065
-0.2727 0.5161 0.2000
-0.0754 -0.3116 0.4143
-0.2558 -0.8579 0.0257
0.0518 0.2872 0.1764
0.5479 -0.1439 0.0008
1.2646 -1.4805 0.5068
0.8649 0.0076 0.0845
-0.4494 0.1061 -0.3659
-0.0431 -0.0187 -0.1864
0.1836 -0.1362 -0.3258
-0.3184 -0.1126 -0.2471
-0.3065 0.4804 -0.6030
-0.2531 0.8574 0.1894
-0.0993 -0.1410 0.0996
0.3614 0.4502 0.8926
0.4808 0.0001 0.2339
-0.1492 -0.1172 0.2937
-0.0996 -0.3091 -0.4588
0.2819 0.2544 0.1274
-0.6361 0.5134 -0.0190
-0.4695 0.3070 -0.2638
-0.0289 -0.1596 -0.6981
-0.3541 -0.0444 -0.7605
-0.1502 0.7060 0.2538
0.2927 0.1172 0.9745
0.2169 -0.2260 -0.2967
-0.6159 -0.6857 -0.9921
-0.5564 -0.2495 -0.7317
0.2289 0.3659 0.5473
-0.7474 0.4005 1.2053
-0.0670 0.1191 -0.0195
-0.5707 -0.0721 -0.5176
-0.2121 0.0151 0.0949
0.9303 -0.0401 -0.5168
0.3542 -0.1222 -0.4899
0.2306 0.7276 0.4236
-0.2900 -0.5546 -1.2054
0.9957 -0.4875 0.2127
-0.4753 0.8845 0.4306
0.6047 -0.2043 -0.9164
0.2298 0.0906 0.5539
-0.2804 0.1021 0.1815
0.3308 1.5712 -0.2722
0.3771 0.6146 0.6422
0.4146 0.2850 -0.2579
-0.9261 -0.8054 -0.2505
0.4228 0.5190 0.0755
-1.3017 -1.9071 -0.0327
0.5631 -0.1149 0.2980
0.0342 -0.0693 0.2534
0.4004 -0.0127 -0.1000
-0.3895 -0.0136 0.6687
-0.1003 0.0020 -0.2744
0.0278 0.2630 0.1291
0.4354 0.1911 1.0702
0.1181 -0.0636 -0.1982
-0.1638 -0.4020 0.1315
0.3626 0.0247 -0.2227
0.6594 -0.0524 0.8328
-0.1538 0.0506 0.0024
-0.1864 0.0211 -0.1975
-0.0305 -0.0008 -0.0106
-0.3274 -0.3497 -0.4460
0.3199 0.1101 -0.1570
-0.2448 -0.1683 0.4487
-0.3393 0.0314 0.0464
-0.3429 0.0010 0.3618
-0.3502 -0.2030 -0.0498
-0.2689 0.1665 -0.2120
0.3909 -0.3123 0.2724
0.2433 -0.2330 -0.1978
0.6556 0.2230 0.1229
-0.7814 0.3941 0.5941
1.0352 -0.0655 -0.6048
-0.3832 0.0667 -0.0009
0.0549 0.6203 0.3175
-0.0316 -0.2677 0.1985

Calculated values
- E_LUMO (spin up / spin down): 0.39 / -0.57 eV
- E: -196085.484 eV
- Spin multiplicity: 5